Record 1
The following is a DFT calculation (ωB97M-V with the def2-TZVPD basis set) of 2 unconnected molecules or ions with the total composition CH4BClS at a distorted geometry.

Each line ends with the natural charge from an NBO analysis.
Atoms and positions in Å:
B1 -1.152 0.010 -0.605  0.1715
H1 -0.668 0.055 -1.691  -0.0530
S1 1.636 0.943 -0.489  0.1260
H2 -1.105 -1.127 -0.149  -0.0520
Cl1 -1.943 1.301 0.126  -0.1263
C1 1.168 -0.114 0.673  -0.4392
H3 1.124 -1.246 0.546  0.2044
H4 0.940 0.178 1.590  0.1684

Forces on the atoms, in the same order (eV/Å):
1.1 -2.2 -1.0
-0.3 0.4 -0.1
-0.4 -1.1 1.0
-0.3 0.8 0.2
-0.8 1.1 0.7
1.6 -2.1 -4.8
0.3 1.6 -0.1
-1.1 1.5 4.0

As for the multiplicity: 1. The calculation puts the relative energy (zero: lowest compared OMol25 entry of this formula, charge and spin) at 34.2 kcal per mole. Its total energy is -923.67537 hartree. As for the SMILES: BCl.C=S. As for the total charge: 0.

---

Record 2
The following is a DFT calculation (ωB97M-V with the def2-TZVPD basis set) of C7H7N3O in the gas phase at a distorted geometry.

Each line ends with the natural charge from an NBO analysis.
Atoms and positions in Å:
C1 0.241 -0.449 2.020  -0.1939
H1 -0.514 -1.908 0.633  0.2270
N1 -0.032 -0.678 -1.614  -0.1102
H2 -1.663 0.286 -4.198  0.2035
C2 0.730 1.122 -0.214  -0.2378
N2 -1.669 -1.873 -1.744  -0.2519
H3 0.033 -1.053 2.890  0.2155
C3 0.802 0.812 2.166  -0.2279
H4 0.923 1.718 -1.093  0.2267
C4 -1.351 -0.209 -3.300  0.3272
C5 1.050 1.586 1.046  -0.1949
O1 -2.174 -1.188 -2.833  -0.3577
H5 -1.160 -2.692 -2.101  0.3199
C6 0.180 -0.154 -0.362  0.1006
H6 1.492 2.567 1.150  0.2150
H7 1.036 1.187 3.151  0.2137
C7 -0.056 -0.941 0.766  -0.2177
N3 -0.318 0.070 -2.636  -0.2570

Forces on the atoms, in the same order (eV/Å):
0.0 0.0 0.0
0.0 -0.1 0.0
-1.6 -3.4 -0.8
-0.1 0.1 -0.1
-0.1 -0.1 -0.2
1.6 1.4 1.0
0.0 0.0 0.1
0.0 0.0 0.1
0.0 0.0 0.0
0.4 -0.2 0.3
0.0 0.1 0.1
-0.3 -0.4 -0.4
0.1 0.5 -0.4
0.1 0.9 0.9
0.0 0.1 0.0
0.0 0.0 0.1
-0.1 0.0 -0.3
0.0 1.2 -0.5

As for the multiplicity: 1. The calculation puts the relative energy (zero: lowest compared OMol25 entry of this formula, charge and spin) at 127.8 kcal per mole. Its total energy is -510.28052 hartree. As for the total charge: 0.

---

Record 3
The following is a DFT calculation (ωB97M-V with the def2-TZVPD basis set) of 12 unconnected molecules or ions with the total composition C24H76N20O12 at a distorted geometry.

Each line ends with the Löwdin charge.
Atoms and positions in Å:
N1 25.255 -11.356 -2.454  0.2033
H1 19.749 -14.451 -3.568  0.0612
H2 21.486 -12.087 -2.764  0.1238
H3 34.270 -12.916 -6.203  0.0822
N2 34.257 -15.380 -5.371  0.0411
H4 22.783 -19.090 0.374  0.0839
N3 25.638 -7.343 -1.090  0.1892
C1 23.649 -15.848 -3.179  -0.0551
O1 26.828 -11.790 0.558  -0.0062
H5 31.904 -15.719 -4.023  0.1267
H6 27.498 -9.845 -3.007  0.0966
H7 25.421 -6.853 -0.234  0.1175
C2 22.635 -15.575 0.718  -0.2601
O2 20.881 -11.356 0.210  0.3370
H8 23.162 -8.355 3.771  0.1201
H9 25.509 -10.957 -1.561  0.1061
H10 27.716 -7.635 -4.419  0.1380
H11 23.500 -13.169 1.067  0.0828
H12 27.904 -11.768 -5.892  0.0862
N4 21.632 -11.483 -5.592  0.2164
C3 22.530 -17.035 1.096  -0.4087
H13 31.607 -15.574 -5.840  0.1323
H14 30.372 -10.497 -1.139  0.1084
C4 24.104 -13.742 0.363  -0.0735
H15 22.361 -14.286 -4.851  0.0945
C5 29.854 -7.587 -4.424  -0.0462
O3 22.656 -10.351 -4.028  0.0153
H16 19.379 -14.347 -7.048  0.0797
H17 24.257 -16.437 -3.865  0.0828
H18 31.232 -13.372 -2.649  0.1138
H19 25.153 -14.510 -5.170  0.0710
H20 34.049 -15.748 -6.289  0.0748
N5 21.877 -9.378 -5.868  0.1984
H21 28.589 -11.979 -4.229  0.0489
H22 25.109 -12.884 -7.737  0.1368
H23 20.534 -15.519 -7.513  0.0851
H24 29.864 -6.513 -4.612  0.0818
H25 22.613 -15.869 -5.639  0.1295
N6 28.473 -7.406 -2.508  0.0206
N7 25.437 -15.111 -5.931  0.1800
C6 20.494 -15.195 -5.335  -0.4040
O4 25.038 -15.122 -8.077  0.0448
H26 27.312 -13.605 -2.124  0.1207
C7 22.076 -10.410 -5.069  -0.7452
H27 23.762 -13.464 -0.634  0.0673
C8 22.027 -15.323 -4.900  -0.1867
C9 28.336 -9.558 -3.641  -0.1959
O5 23.944 -15.143 0.599  -0.1523
H28 29.223 -11.290 -0.102  0.0877
H29 27.335 -12.463 3.539  0.1405
O6 29.944 -13.559 -0.809  0.0545
N8 22.002 -10.365 -1.507  0.2896
N9 25.079 -8.339 -2.928  0.2082
N10 28.347 -12.959 1.594  0.1987
N11 26.859 -12.709 -2.024  0.2028
C10 29.548 -14.737 -4.336  -0.0900
H30 22.112 -15.000 1.482  0.1160
O7 23.528 -7.933 -1.513  0.0333
H31 20.524 -17.684 0.800  0.0639
H32 28.639 -6.420 -2.648  0.0891
O8 27.986 -10.038 -4.966  -0.1730
C11 20.363 -14.732 -6.779  -0.0632
C12 25.981 -12.327 -2.929  -0.7604
H33 30.708 -7.857 -3.804  0.0753
H34 23.768 -16.318 -2.203  0.0703
H35 30.025 -8.166 -5.332  0.0787
H36 34.329 -16.100 -4.666  0.0749
N12 21.165 -17.437 1.540  0.0425
H37 33.495 -13.919 -4.183  0.1323
O9 24.127 -10.345 3.322  0.0130
H38 29.228 -7.766 -1.942  0.0820
H39 29.217 -9.994 -3.169  0.1015
H40 22.072 -8.471 -5.469  0.1335
C13 21.316 -11.318 -0.972  -0.6046
N13 25.252 -13.343 -6.848  0.1869
C14 22.892 -18.063 0.027  -0.0709
H41 29.751 -15.307 -3.430  0.0829
C15 27.310 -12.180 1.592  -0.8179
H42 26.758 -12.339 -1.089  0.0366
N14 24.288 -9.688 1.195  0.1929
C16 24.661 -7.840 -1.828  -0.8180
C17 33.301 -13.414 -6.199  -0.0741
H43 19.948 -16.110 -5.106  0.1364
H44 20.699 -16.611 1.887  0.0536
H45 25.412 -12.920 -5.945  0.0776
N15 23.498 -8.314 2.820  0.1720
H46 26.572 -7.372 -1.474  0.0603
N16 29.848 -11.325 -0.895  0.1895
N17 26.839 -12.106 2.735  0.2227
H47 22.242 -17.908 -0.834  0.0708
H48 29.602 -11.393 -5.510  0.0852
N18 31.009 -12.466 -2.263  0.2121
N19 21.243 -12.257 -1.798  0.2536
C18 33.185 -14.440 -5.089  -0.4625
H49 24.726 -10.582 1.028  0.0773
H50 21.128 -14.031 -7.114  0.0690
H51 23.566 -7.405 2.384  0.1143
N20 19.716 -14.261 -4.560  0.0106
H52 24.135 -9.020 0.453  0.0646
C19 25.270 -14.565 -7.031  -0.9240
H53 25.309 -16.113 -5.946  0.1284
O10 22.293 -15.939 -3.679  -0.1903
H54 26.075 -8.401 -3.088  0.0749
H55 21.211 -9.573 -6.602  0.1213
H56 28.570 -13.378 2.485  0.1244
H57 20.724 -13.070 -1.500  0.1480
H58 22.521 -10.573 -2.348  0.0610
C20 23.956 -9.491 2.462  -0.7501
C21 28.579 -11.371 -5.134  -0.0715
H59 24.435 -11.066 -2.967  0.0688
H60 24.450 -8.924 -3.459  0.0937
H61 25.945 -11.649 2.845  0.1003
H62 29.230 -15.441 -5.106  0.0933
O11 25.983 -12.811 -4.024  0.0338
H63 32.591 -12.587 -6.183  0.0656
H64 31.523 -11.626 -2.486  0.1353
H65 22.205 -9.500 -1.028  0.1147
C22 31.822 -15.072 -4.896  -0.1860
H66 28.710 -14.092 -4.072  0.0592
H67 21.678 -12.418 -5.213  0.0806
H68 23.895 -17.965 -0.389  0.0727
C23 30.258 -12.511 -1.279  -0.8424
H69 28.773 -13.219 0.715  0.0700
H70 23.261 -17.245 1.876  0.1383
O12 30.785 -14.096 -4.678  -0.2246
H71 33.079 -13.742 -7.214  0.0815
H72 18.756 -14.392 -4.843  0.0791
H73 21.953 -15.360 -0.105  0.1156
H74 25.129 -13.461 0.607  0.0736
H75 23.998 -14.822 -3.065  0.0750
H76 21.034 -11.419 -6.404  0.1263
C24 28.512 -8.048 -3.798  -0.4337

Forces on the atoms, in the same order (eV/Å):
-3.0 2.7 0.3
0.0 -0.4 0.1
-0.2 -0.4 -0.1
0.2 -0.4 0.1
-0.4 0.0 0.1
-0.1 0.2 0.2
1.0 1.2 1.8
-0.6 -0.5 -0.8
-2.0 2.4 -2.6
-0.3 -0.5 -0.1
-0.1 0.3 0.4
0.2 -0.1 -0.3
-1.3 0.2 0.6
-0.3 0.4 1.4
0.1 0.5 -0.1
-0.4 0.1 -0.2
-0.2 -0.2 0.0
-0.4 0.1 0.3
0.4 -0.7 0.1
-2.3 -4.9 -2.0
-0.1 -1.9 -0.3
-0.2 -0.7 0.2
-0.3 -0.2 0.2
-0.5 -0.6 0.9
0.5 0.4 -0.2
-0.3 -1.6 -0.8
2.5 0.2 4.1
0.0 0.2 0.4
0.4 0.3 0.0
0.5 0.5 -0.5
0.5 -1.1 0.7
0.4 -0.7 0.0
-0.2 2.0 -0.5
-0.5 0.2 0.1
0.1 1.0 0.6
0.0 -0.5 0.3
-0.1 -0.1 -0.1
-0.2 0.3 -0.7
-1.3 0.2 1.2
1.1 -5.9 7.3
0.7 -1.1 0.5
0.0 -1.2 -2.4
0.1 0.3 -0.1
-0.1 1.3 -1.6
0.4 0.0 -0.4
-0.8 0.4 -0.6
-0.8 0.9 -1.5
0.8 0.5 -0.6
0.2 0.3 -0.1
-0.5 0.3 -0.1
-2.3 -3.4 2.3
1.1 3.9 2.0
1.8 -1.9 -4.7
3.5 -1.7 -0.4
1.8 -1.3 1.5
0.7 -0.8 0.5
0.2 0.2 0.8
-5.6 -0.1 2.3
0.5 -0.4 -0.7
0.1 0.2 0.2
2.2 -1.2 1.7
0.6 -0.9 -1.1
2.0 -1.1 1.0
-0.1 0.1 0.4
-0.7 0.0 0.0
0.0 0.4 -0.4
0.0 -0.3 -0.2
0.3 1.2 0.4
-0.3 0.1 0.4
0.0 -1.3 0.2
0.1 0.1 0.2
0.3 -0.3 -0.5
-0.4 0.1 -0.5
1.1 1.8 -0.1
-0.5 9.4 -1.7
0.2 0.5 -1.0
-0.2 -0.4 0.2
2.0 -2.3 -3.0
0.5 -0.4 0.3
0.3 -0.7 -1.8
2.3 0.5 1.1
-0.8 1.4 -0.7
0.8 -0.9 -0.9
0.0 0.2 0.8
0.2 0.5 -0.4
-1.6 2.5 1.4
0.5 0.3 0.3
-1.7 3.0 2.2
-4.4 2.1 6.8
-0.3 -0.2 -0.2
0.1 0.6 -0.1
5.3 -0.1 -6.1
-2.3 -5.9 -1.9
0.9 1.4 0.0
0.2 0.2 -0.4
0.0 0.5 0.5
0.0 -0.6 -0.3
0.3 1.9 1.0
0.1 -0.1 0.1
-1.2 -2.8 -4.6
0.0 0.2 0.6
-0.6 -0.1 2.0
-0.3 -0.1 -0.4
0.3 1.2 0.0
0.6 -0.3 -0.8
0.2 -0.3 -0.6
0.2 0.4 -0.5
1.1 -0.8 0.6
-1.2 0.5 -0.9
0.4 0.3 0.0
0.2 0.2 -0.1
-0.1 0.2 0.7
0.0 0.1 -0.2
-1.4 -1.1 -3.3
-0.3 0.0 0.8
-0.1 -0.5 -0.5
0.2 0.5 -0.1
-0.3 0.9 -0.4
0.4 0.6 -0.5
0.1 0.3 0.3
0.2 0.2 0.3
-1.8 0.7 2.5
0.6 -0.5 0.0
-0.3 0.4 0.6
-0.1 0.1 0.0
0.4 -0.9 -0.1
-0.2 0.3 0.1
0.3 -0.1 -1.2
0.0 -0.2 -0.6
0.0 0.2 -0.4
0.2 -0.3 0.1
1.3 0.5 -0.1

As for the multiplicity: 2. The calculation puts the relative energy (zero: lowest compared OMol25 entry of this formula, charge and spin) at 0.0 kcal per mole. Its total energy is -2957.79960 hartree. As for the total charge: +1.

---

Record 4
The following is a DFT calculation (ωB97M-V with the def2-TZVPD basis set) of a gas-phase ion, C2H3O2S2 (charge -1) at a distorted geometry.

Each line ends with the natural charge from an NBO analysis.
Atoms and positions in Å:
C1 -0.020 0.343 -0.490  -0.5228
O1 2.276 -0.111 -1.075  -1.0710
S1 -1.071 1.643 0.250  -0.0211
C2 -1.181 -0.164 0.303  -0.4928
S2 1.702 0.197 0.245  1.5169
H1 -1.057 -0.573 1.315  0.2309
O2 1.603 -1.032 1.077  -1.0538
H2 -2.146 -0.624 -0.105  0.1980
H3 -0.107 0.320 -1.520  0.2157

Forces on the atoms, in the same order (eV/Å):
-1.3 0.0 3.2
1.5 0.0 -1.1
-0.3 0.3 0.0
-1.6 -0.7 0.3
-0.7 -0.7 -0.2
0.7 0.2 -0.5
-0.1 0.2 0.4
1.6 0.8 -0.1
0.2 -0.2 -1.9

As for the multiplicity: 1. The calculation puts the relative energy (zero: lowest compared OMol25 entry of this formula, charge and spin) at 40.7 kcal per mole. Its total energy is -1024.86932 hartree. As for the total charge: -1.

---

Q: Which formula does entry 4 have?
A: C2H3O2S2

---

Q: Which of these has the lowest relative energy (zero: lowest compared OMol25 entry of this formula, charge and spin)?
A: C24H76N20O12

---

Please write out number 1 again, unchanged.
The following is a DFT calculation (ωB97M-V with the def2-TZVPD basis set) of 2 unconnected molecules or ions with the total composition CH4BClS at a distorted geometry.

Each line ends with the natural charge from an NBO analysis.
Atoms and positions in Å:
B1 -1.152 0.010 -0.605  0.1715
H1 -0.668 0.055 -1.691  -0.0530
S1 1.636 0.943 -0.489  0.1260
H2 -1.105 -1.127 -0.149  -0.0520
Cl1 -1.943 1.301 0.126  -0.1263
C1 1.168 -0.114 0.673  -0.4392
H3 1.124 -1.246 0.546  0.2044
H4 0.940 0.178 1.590  0.1684

Forces on the atoms, in the same order (eV/Å):
1.1 -2.2 -1.0
-0.3 0.4 -0.1
-0.4 -1.1 1.0
-0.3 0.8 0.2
-0.8 1.1 0.7
1.6 -2.1 -4.8
0.3 1.6 -0.1
-1.1 1.5 4.0

As for the multiplicity: 1. The calculation puts the relative energy (zero: lowest compared OMol25 entry of this formula, charge and spin) at 34.2 kcal per mole. Its total energy is -923.67537 hartree. As for the SMILES: BCl.C=S. As for the total charge: 0.